Entry 1:
# C40H32N4OP2PdSTe

A molecular structure, C40H32N4OP2PdSTe (the ωB97M-V functional and the def2-TZVPD basis, the OMol25 dataset).

charge: +2
orbital gap (alpha / beta): 7.5 / 6.1 eV
HOMO (alpha / beta): -12.8933 / -14.2182 eV
<S²>: 6.02
energy above the lowest of the compared OMol25 structures with the same formula, charge and spin: 0.003 eV
LUMO level (alpha / beta): -5.4 / -8.1 eV
multiplicity: 5

Atoms and positions in Å:
Pd: -1.6690 -1.1210 0.3422
Te: 0.9947 -1.2469 -2.6477
C: 2.9353 -0.4675 -2.7884
C: 3.2514 0.8396 -2.4411
C: 4.5802 1.2279 -2.5280
N: 5.5579 0.4123 -2.9153
C: 5.2392 -0.8293 -3.2589
C: 3.9388 -1.3237 -3.2198
C: 0.4308 0.0576 -1.0964
P: -1.1954 0.8017 -1.2686
C: -1.1306 2.5528 -0.8318
C: 0.0583 3.2599 -0.6850
C: 0.0239 4.6161 -0.3964
C: -1.1942 5.2684 -0.2685
C: -2.3836 4.5683 -0.4309
C: -2.3556 3.2114 -0.7077
C: -1.5602 0.7665 -3.0372
C: -0.6549 1.3276 -3.9466
C: -0.9272 1.2900 -5.3045
C: -2.1082 0.7114 -5.7567
C: -3.0194 0.1799 -4.8552
C: -2.7489 0.2058 -3.4927
P: 0.7070 -0.5980 0.5743
C: 1.2879 0.7343 1.6331
C: 0.7487 0.8401 2.9135
C: 1.1958 1.8329 3.7734
C: 2.1789 2.7180 3.3575
C: 2.7302 2.6084 2.0855
C: 2.2878 1.6195 1.2248
C: 2.0434 -1.7973 0.3719
C: 3.3718 -1.4896 0.6550
C: 4.3694 -2.4075 0.3591
C: 4.0500 -3.6325 -0.2155
C: 2.7270 -3.9538 -0.4803
C: 1.7194 -3.0430 -0.1825
H: 2.4929 1.5450 -2.1254
H: 4.8721 2.2412 -2.2757
H: 6.0549 -1.4659 -3.5813
H: 3.7418 -2.3492 -3.5079
H: 1.0078 2.7545 -0.7966
H: 0.9483 5.1663 -0.2807
H: -1.2183 6.3276 -0.0507
H: -3.3322 5.0809 -0.3456
H: -3.2860 2.6680 -0.8365
H: 0.2425 1.8256 -3.5906
H: -0.2306 1.7260 -6.0080
H: -2.3242 0.6897 -6.8164
H: -3.9448 -0.2528 -5.2106
H: -3.4658 -0.2020 -2.7894
H: -0.0116 0.1414 3.2404
H: 0.7815 1.9109 4.7696
H: 2.5276 3.4910 4.0292
H: 3.5090 3.2912 1.7722
H: 2.7279 1.5231 0.2390
H: 3.6343 -0.5440 1.1092
H: 5.4004 -2.1663 0.5816
H: 4.8342 -4.3439 -0.4377
H: 2.4730 -4.9183 -0.9000
H: 0.6817 -3.3043 -0.3568
C: -3.0093 1.8163 3.4791
C: -3.3390 0.9987 4.5466
C: -3.2372 -0.3749 4.3996
C: -2.8154 -0.9030 3.1871
N: -2.4846 -0.1012 2.1619
C: -2.5803 1.2207 2.3081
C: -2.6889 -2.3699 2.9582
C: -3.1433 -3.3119 3.8700
C: -2.9766 -4.6593 3.5944
C: -2.3592 -5.0360 2.4142
C: -1.9443 -4.0421 1.5478
N: -2.1069 -2.7471 1.8115
H: -3.0735 2.8929 3.5466
H: -3.6712 1.4210 5.4854
H: -3.4828 -1.0219 5.2276
H: -2.2940 1.8214 1.4558
H: -3.6370 -3.0093 4.7805
H: -3.3303 -5.4042 4.2942
H: -2.2075 -6.0751 2.1602
H: -1.4698 -4.2810 0.6044
O: -3.7493 -2.1537 -1.0116
S: -2.6914 -2.8004 -1.8050
N: -1.3054 -2.4561 -1.3829

Entry 2:
# C40H33ClFeN4O3P

A molecular structure, C40H33ClFeN4O3P (the ωB97M-V functional and the def2-TZVPD basis, the OMol25 dataset).

charge: +1
orbital gap: 6.8 eV
HOMO: -9.2191 eV
LUMO level: -2.4 eV

Atoms and positions in Å:
Fe: -0.1129 -0.3716 -0.1456
Cl: 0.4961 -2.5742 0.9200
C: 2.2111 -2.7387 0.5974
C: 2.8637 -3.7996 1.2031
C: 4.2099 -3.9938 0.9448
C: 4.8846 -3.1429 0.0781
C: 4.2081 -2.0952 -0.5201
C: 2.8568 -1.8583 -0.2554
P: 1.9872 -0.5013 -1.1088
C: 2.4204 -0.9460 -2.8306
C: 3.0468 -0.0769 -3.7157
C: 3.3694 -0.5020 -5.0007
C: 3.0808 -1.7947 -5.4032
C: 2.4690 -2.6759 -4.5172
C: 2.1423 -2.2534 -3.2420
C: 2.9396 1.0029 -0.7683
C: 2.5663 2.1630 -1.4505
C: 3.1977 3.3676 -1.1874
C: 4.2010 3.4256 -0.2295
C: 4.5682 2.2808 0.4601
C: 3.9410 1.0713 0.1937
H: 2.3211 -4.4637 1.8614
H: 4.7278 -4.8189 1.4146
H: 5.9327 -3.3012 -0.1356
H: 4.7293 -1.4420 -1.2098
H: 3.2976 0.9295 -3.4092
H: 3.8589 0.1820 -5.6812
H: 3.3407 -2.1234 -6.4007
H: 2.2568 -3.6928 -4.8206
H: 1.6781 -2.9501 -2.5506
H: 1.7715 2.1278 -2.1894
H: 2.8948 4.2632 -1.7144
H: 4.6875 4.3681 -0.0145
H: 5.3413 2.3272 1.2159
H: 4.2196 0.1912 0.7571
C: -1.8474 4.9763 7.6694
O: -0.7272 5.7643 7.3100
C: -0.4736 5.9352 5.9892
C: -1.2693 5.4307 4.9643
C: -0.9107 5.6575 3.6423
C: 0.2227 6.3928 3.3393
C: 0.9828 6.9450 4.3649
C: 0.6547 6.6955 5.6810
N: 0.5723 6.7461 1.9912
N: 0.6794 5.9023 1.0935
C: 0.6287 4.4870 1.3299
C: 1.3514 3.8333 2.3026
C: 1.4219 2.4368 2.3670
C: 0.7585 1.6438 1.4436
O: 0.7766 0.3368 1.4375
C: 0.0297 2.3176 0.4180
N: -0.5540 1.5084 -0.5173
C: -1.2519 2.0587 -1.4887
C: -1.3849 3.4503 -1.6266
C: -0.7730 4.2772 -0.7257
C: -0.0398 3.7221 0.3460
H: -1.8442 4.9248 8.7539
H: -1.7688 3.9665 7.2583
H: -2.7797 5.4363 7.3324
H: -2.1677 4.8711 5.1791
H: -1.5298 5.2657 2.8450
H: 1.8358 7.5641 4.1180
H: 1.2434 7.0999 6.4933
H: 1.8989 4.4142 3.0335
H: 2.0076 1.9556 3.1394
H: -1.7139 1.3897 -2.2019
H: -1.9597 3.8479 -2.4509
H: -0.8322 5.3533 -0.8227
O: -1.8873 -0.7752 0.8543
C: -2.9362 -1.4289 0.1555
C: -2.5475 -1.4938 -1.2932
C: -3.4703 -1.9298 -2.2337
C: -3.1368 -1.8905 -3.5726
C: -1.8948 -1.3847 -3.9290
C: -1.0317 -0.9813 -2.9333
N: -1.3249 -1.0593 -1.6239
H: -2.0844 -0.6674 1.7905
H: -3.8652 -0.8607 0.2469
H: -3.1042 -2.4312 0.5604
H: -4.4418 -2.2768 -1.9073
H: -3.8382 -2.2249 -4.3249
H: -1.5908 -1.2994 -4.9625
H: -0.0688 -0.5673 -3.1808

> Number 2 is which compound?

C40H33ClFeN4O3P

> Which of these has the highest charge?

C40H32N4OP2PdSTe